Below is a structure of composition C41H40BaN4O2P, with properties calculated with the ωB97M-V functional and the def2-TZVPD basis.

ORCA input file:
```
! RIJCOSX wB97M-V def2-TZVPD def2/J DEFGRID3
* xyz -1 1
Ba 0.581 1.153 0.814
C -2.662 -1.327 2.166
C -3.471 -0.023 2.063
C -2.697 1.256 1.691
N -1.456 1.360 2.423
C -1.357 1.643 3.688
C -2.446 2.112 4.476
C -2.629 2.207 5.836
C -1.815 1.794 6.884
C -0.546 1.254 6.735
C 0.248 1.131 5.614
C 0.046 1.528 4.259
N 1.022 1.698 3.409
C 2.412 1.581 3.792
C 3.025 0.171 3.621
C 3.406 -0.299 2.195
N 2.298 -0.806 1.417
C 1.936 -2.057 1.447
C 2.579 -3.028 2.274
C 2.652 -4.401 2.194
C 2.062 -5.282 1.300
C 1.104 -4.924 0.358
C 0.491 -3.715 0.118
C 0.690 -2.406 0.649
N -0.139 -1.420 0.448
C -1.456 -1.594 -0.130
C -2.446 -2.156 0.896
H -3.202 -1.973 2.864
H -1.697 -1.123 2.636
H -3.938 0.153 3.035
H -4.290 -0.159 1.347
H -3.335 2.135 1.848
H -2.477 1.236 0.614
H -3.296 2.428 3.880
H -3.590 2.624 6.128
H -2.212 1.874 7.889
H -0.080 0.897 7.651
H 1.222 0.694 5.802
H 2.563 1.897 4.833
H 2.993 2.274 3.169
H 2.347 -0.565 4.063
H 3.946 0.158 4.215
H 4.201 -1.051 2.281
H 3.837 0.558 1.661
H 3.167 -2.598 3.075
H 3.299 -4.856 2.941
H 2.331 -6.329 1.368
H 0.732 -5.740 -0.257
H -0.301 -3.761 -0.622
H -1.438 -2.234 -1.023
H -1.810 -0.615 -0.472
H -2.083 -3.143 1.195
H -3.413 -2.316 0.402
O -1.375 4.254 -0.632
C -0.679 3.520 -1.325
O 0.391 2.913 -1.003
C -1.110 3.263 -2.781
C -1.851 4.264 -3.401
C -2.209 4.184 -4.734
C -1.831 3.073 -5.475
C -1.121 2.055 -4.861
C -0.763 2.123 -3.511
P 0.178 0.722 -2.774
C -0.486 -0.779 -3.573
C 0.292 -1.938 -3.463
C -0.224 -3.177 -3.798
C -1.538 -3.291 -4.234
C -2.326 -2.156 -4.324
C -1.807 -0.912 -3.993
C 1.779 0.979 -3.621
C 2.122 0.398 -4.839
C 3.357 0.652 -5.417
C 4.261 1.497 -4.791
C 3.921 2.091 -3.585
C 2.691 1.832 -3.001
H -2.131 5.117 -2.797
H -2.771 4.986 -5.195
H -2.086 2.995 -6.525
H -0.832 1.189 -5.444
H 1.305 -1.874 -3.081
H 0.397 -4.057 -3.694
H -1.948 -4.261 -4.485
H -3.357 -2.234 -4.645
H -2.446 -0.040 -4.050
H 1.426 -0.264 -5.340
H 3.611 0.188 -6.362
H 5.225 1.693 -5.242
H 4.616 2.758 -3.091
H 2.412 2.319 -2.075
*
```

Atom charges from the Löwdin analysis, given in e for atoms 1 to 8: number 1, Ba, carries 1.899; number 2, C, carries -0.200; number 3, C, carries -0.176; number 4, C, carries -0.258; number 5, N, carries -0.170; number 6, C, carries -0.254; number 7, C, carries -0.046; number 8, C, carries -0.123

Below is a structure of composition C37H39As2Cl2MgO16S3 at a distorted geometry, with properties calculated with the ωB97M-V functional and the def2-TZVPD basis.

ORCA input file:
```
! RIJCOSX wB97M-V def2-TZVPD def2/J DEFGRID3
* xyz -1 1
Mg -1.299 -0.738 0.367
O 0.252 -3.579 1.096
S 0.694 -2.764 -0.013
O 1.881 -3.300 -0.655
O -0.436 -2.433 -0.984
O 0.908 -1.274 0.472
O -1.528 -1.586 2.461
S -2.945 -1.885 2.919
C -4.026 -0.382 2.636
C -3.983 0.868 3.547
C -2.776 1.811 3.474
C -1.402 1.241 3.917
S -0.228 0.899 2.511
O -0.965 1.064 1.148
C 0.660 2.367 2.486
C 0.341 3.385 1.561
C 1.112 4.531 1.623
C 2.099 4.637 2.611
C 2.374 3.624 3.531
C 1.640 2.452 3.474
C -2.822 -2.054 4.620
C -1.563 -2.061 5.255
C -1.558 -1.873 6.627
C -2.779 -1.851 7.320
C -4.013 -1.960 6.678
C -4.051 -2.110 5.294
H -5.022 -0.816 2.679
H -3.867 -0.104 1.589
H -4.111 0.564 4.583
H -4.846 1.486 3.278
H -3.004 2.643 4.141
H -2.677 2.218 2.468
H -1.457 0.290 4.428
H -0.915 1.965 4.573
H -0.483 3.229 0.860
H 0.927 5.355 0.925
H 2.669 5.570 2.657
H 3.143 3.781 4.281
H 1.805 1.600 4.120
H -0.656 -2.102 4.647
H -0.618 -1.719 7.175
H -2.779 -1.743 8.402
H -4.921 -1.958 7.283
H -4.990 -2.201 4.739
Cl -6.589 -2.727 -4.121
C -5.499 -2.432 -2.873
C -5.760 -3.030 -1.611
C -4.887 -2.793 -0.574
Cl -5.091 -3.548 0.959
C -3.767 -1.870 -0.763
O -3.060 -1.635 0.254
C -3.539 -1.228 -2.087
C -2.557 -0.232 -2.284
O -1.845 0.303 -1.431
C -4.424 -1.586 -3.118
H -6.633 -3.665 -1.493
H -2.509 0.116 -3.328
H -4.260 -1.205 -4.121
C 4.623 -2.058 1.112
O 3.818 -1.263 0.161
C 3.857 -1.670 -1.132
O 4.711 -2.455 -1.513
C 2.784 -1.075 -1.999
C 2.769 -1.159 -3.378
As 4.236 -0.059 -4.031
C 5.642 0.398 -2.675
C 3.136 1.617 -3.514
C 2.052 1.676 -2.738
As 1.391 0.192 -1.321
C 2.589 1.161 -0.103
C 1.141 2.842 -2.556
O 1.212 3.600 -1.603
O 0.145 3.029 -3.442
C -0.103 2.258 -4.622
C 3.799 2.798 -4.152
O 4.349 3.664 -3.503
O 3.790 2.944 -5.496
C 3.438 2.082 -6.587
C 1.745 -1.297 -4.480
O 1.745 -0.572 -5.491
O 0.796 -2.224 -4.442
C 0.781 -3.458 -3.688
H 4.436 -1.546 2.052
H 5.691 -2.054 0.848
H 4.232 -3.069 1.161
H 6.224 -0.477 -2.380
H 5.192 0.864 -1.810
H 6.275 1.146 -3.175
H 3.624 1.069 -0.427
H 2.416 0.709 0.863
H 2.269 2.196 -0.113
H 0.759 2.231 -5.303
H -0.943 2.806 -5.085
H -0.388 1.213 -4.403
H 3.105 2.760 -7.371
H 2.672 1.336 -6.372
H 4.346 1.584 -6.936
H 0.201 -4.142 -4.322
H 0.287 -3.300 -2.723
H 1.791 -3.854 -3.525
*
```

Atom charges from the Löwdin analysis, given in e for atoms 1 to 8: number 1, Mg, carries 0.548; number 2, O, carries -0.324; number 3, S, carries 0.339; number 4, O, carries -0.309; number 5, O, carries -0.427; number 6, O, carries -0.569; number 7, O, carries -0.548; number 8, S, carries 1.009

Below is a structure of composition C26H20Br3GdN3O3 at a distorted geometry, with properties calculated with the ωB97M-V functional and the def2-TZVPD basis.

## Properties
⟨S²⟩ ... 16.1234

ORCA input file:
```
! RIJCOSX wB97M-V def2-TZVPD def2/J DEFGRID3
* xyz 1 8
Gd 15.243 6.783 12.567
O 15.632 5.583 8.282
C 16.138 6.785 7.912
C 15.784 7.292 6.630
C 16.233 8.581 6.337
C 16.949 9.307 7.288
C 17.243 8.799 8.529
C 16.898 7.508 8.831
C 17.223 6.987 10.236
O 16.100 6.233 10.620
N 17.432 8.108 11.164
N 17.230 7.719 12.601
C 17.902 8.258 13.602
C 17.478 8.015 14.958
Br 15.647 7.525 15.427
C 18.229 8.307 16.117
C 19.648 8.696 16.128
C 20.078 9.678 17.051
C 21.353 10.254 16.955
C 22.342 9.769 16.116
C 21.914 8.779 15.232
C 20.621 8.161 15.308
H 15.779 5.493 9.310
H 15.124 6.703 6.010
H 15.886 9.135 5.512
H 17.213 10.351 7.078
H 17.651 9.545 9.255
H 18.104 6.379 10.203
H 18.409 8.392 11.032
H 18.784 8.875 13.433
H 17.674 8.517 17.040
H 19.421 10.181 17.762
H 21.631 11.054 17.695
H 23.372 10.181 16.060
H 22.539 8.397 14.465
H 20.499 7.402 14.579
C 14.627 10.563 12.352
C 13.361 9.767 12.687
C 12.275 10.448 13.141
C 11.178 9.773 13.615
C 11.054 8.384 13.294
C 9.820 7.672 13.377
Br 8.179 8.587 12.914
C 9.933 6.298 13.611
C 11.115 5.521 13.365
Br 11.207 3.671 13.561
C 12.264 6.182 12.956
O 13.443 5.535 12.658
C 12.280 7.636 12.965
N 13.360 8.399 12.633
H 14.498 11.554 12.843
H 14.833 10.640 11.262
H 15.520 10.053 12.750
H 12.349 11.539 13.074
H 10.338 10.269 14.170
H 9.049 5.754 13.962
*
```

Atom charges from the Löwdin analysis, given in e for atoms 1 to 8: number 1, Gd, carries 1.659; number 2, O, carries 0.025; number 3, C, carries -0.259; number 4, C, carries 0.027; number 5, C, carries -0.067; number 6, C, carries -0.107; number 7, C, carries -0.077; number 8, C, carries -0.119

Below is a structure of composition C44H34F3N10O5SbV, with properties calculated with the ωB97M-V functional and the def2-TZVPD basis.

## Properties
⟨S²⟩ ... 3.7645

ORCA input file:
```
! RIJCOSX wB97M-V def2-TZVPD def2/J DEFGRID3
* xyz 0 4
V 0.296 -0.153 -0.246
C 1.682 4.083 -0.827
C 1.558 2.599 -0.953
N 0.948 1.844 -0.114
N 0.418 2.488 1.014
C 0.014 1.593 1.882
O 0.013 0.328 1.711
C -0.444 2.100 3.210
C -0.728 3.452 3.406
C -1.195 3.893 4.631
C -1.364 2.992 5.677
C -1.063 1.652 5.493
C -0.613 1.205 4.260
C 2.192 1.929 -2.124
C 2.559 2.657 -3.255
C 3.193 1.997 -4.294
C 3.452 0.643 -4.168
C 3.037 -0.001 -3.011
N 2.417 0.617 -2.016
H 1.388 4.408 0.165
H 2.705 4.402 -1.032
H 1.038 4.576 -1.562
H -0.586 4.142 2.586
H -1.420 4.941 4.777
H -1.720 3.341 6.638
H -1.191 0.949 6.305
H -0.398 0.160 4.090
H 2.345 3.713 -3.329
H 3.476 2.535 -5.189
H 3.959 0.089 -4.946
H 3.197 -1.066 -2.885
N -3.701 1.222 3.291
C -3.499 1.659 2.045
N -3.032 0.682 1.298
C -2.945 -0.357 2.171
N -3.348 -0.071 3.392
C -2.471 -1.703 1.810
C -2.676 -2.773 2.678
N -2.301 -4.006 2.374
C -1.746 -4.180 1.179
C -1.540 -3.124 0.304
N -1.875 -1.877 0.625
H -3.980 1.738 4.108
H -3.697 2.669 1.728
H -3.157 -2.611 3.633
H -1.457 -5.186 0.899
H -1.102 -3.285 -0.675
C 3.073 -1.064 2.319
C 2.761 -1.867 1.112
N 1.821 -1.592 0.233
C 1.862 -2.578 -0.724
C 2.862 -3.462 -0.417
N 3.412 -2.994 0.751
C 3.418 -4.704 -1.018
O 2.893 -5.107 -2.152
O 4.328 -5.269 -0.458
C 0.929 -2.520 -1.886
O 0.930 -3.448 -2.707
O 0.191 -1.489 -1.917
H 2.291 -0.319 2.454
H 4.035 -0.561 2.212
H 3.116 -1.697 3.206
H 4.175 -3.455 1.222
H 2.167 -4.476 -2.467
F -6.181 -3.544 -2.928
C -5.272 -2.578 -2.685
C -4.236 -2.395 -3.578
C -3.310 -1.395 -3.317
C -3.417 -0.596 -2.183
C -4.469 -0.821 -1.301
C -5.411 -1.808 -1.546
Sb -1.862 0.794 -1.773
C -2.979 2.568 -1.429
C -2.301 3.643 -0.858
C -2.959 4.819 -0.531
C -4.317 4.896 -0.780
F -4.974 6.030 -0.458
C -5.026 3.852 -1.339
C -4.343 2.688 -1.662
C -1.365 1.217 -3.808
C -0.267 0.602 -4.401
C 0.069 0.854 -5.723
C -0.712 1.737 -6.440
F -0.391 1.996 -7.725
C -1.813 2.368 -5.891
C -2.131 2.097 -4.570
H -4.158 -3.024 -4.453
H -2.494 -1.253 -4.015
H -4.557 -0.228 -0.397
H -6.236 -1.988 -0.871
H -1.246 3.561 -0.620
H -2.444 5.657 -0.083
H -6.087 3.958 -1.515
H -4.897 1.865 -2.096
H 0.331 -0.101 -3.832
H 0.916 0.376 -6.195
H -2.398 3.049 -6.491
H -2.989 2.595 -4.134
*
```

Atom charges from the Löwdin analysis, given in e for atoms 1 to 8: number 1, V, carries 0.662; number 2, C, carries -0.027; number 3, C, carries -0.266; number 4, N, carries -0.054; number 5, N, carries 0.077; number 6, C, carries -0.475; number 7, O, carries -0.161; number 8, C, carries -0.152

Below is an isolated molecule of C5H9NO, with properties calculated with the ωB97M-V functional and the def2-TZVPD basis.

## Properties
SMILES ... C[C@@H]1C(=O)N[C@@H]1C

ORCA input file:
```
! RIJCOSX wB97M-V def2-TZVPD def2/J DEFGRID3
* xyz 0 1
C 1.267 -1.314 -0.109
C 0.403 -0.410 0.749
N 0.734 1.021 0.883
C -0.590 1.415 0.828
O -1.167 2.429 1.126
C -0.978 0.065 0.213
C -0.980 0.285 -1.297
H 1.304 -0.994 -1.154
H 0.843 -2.327 -0.078
H 2.290 -1.373 0.276
H 0.285 -0.862 1.742
H 1.500 1.467 1.367
H -1.867 -0.450 0.592
H -1.872 0.844 -1.596
H -0.941 -0.647 -1.869
H -0.092 0.886 -1.539
*
```

Atom charges from the Löwdin analysis, given in e for atoms 1 to 8: number 1, C, carries -0.054; number 2, C, carries -0.316; number 3, N, carries 0.116; number 4, C, carries -0.474; number 5, O, carries 0.086; number 6, C, carries -0.207; number 7, C, carries -0.063; number 8, H, carries 0.069

M? In order: 789.1, 1081.0, 819.4, 1012.5, 99.1 g mol⁻¹.
Energy relative to the best compared isomer or geometry (same formula, charge and spin)? In order: 0.5258, 0.0000, 3.1964, 0.4318, 0.9045 eV.